Density functional theory data (ωB97M-V/def2-TZVPD) for a 4-piece molecular cluster, C28H63BN3O13S overall in a non-equilibrium geometry.

Last columns: bonded neighbours and bond lengths (Å).
Atoms and positions in Å:
1 C 1.6398 2.7544 1.4243  O2 1.422, H38 1.085, H39 1.086, H40 1.087
2 O 2.1483 1.5580 0.8483  C1 1.422, B3 1.372
3 B 1.6265 0.3452 1.2210  O2 1.372, O4 1.377, C5 1.608
4 O 1.5782 0.0426 2.5636  B3 1.377, H41 0.959
5 C 1.2325 -0.7363 0.0983  B3 1.608, C6 1.550, C9 1.578, N36 1.536
6 C 1.8372 -2.0616 0.6271  C5 1.550, C7 1.534, H42 1.087, H43 1.085
7 C 3.3212 -2.0887 1.0137  C6 1.534, O8 1.411, H44 1.091, H45 1.092
8 O 3.5496 -2.1959 2.4022  C7 1.411, H46 0.955
9 C -0.3114 -1.0550 0.0187  C5 1.578, C10 1.521, O16 1.406, H47 1.097
10 C -1.1031 -0.9061 1.3093  C9 1.521, C11 1.531, H48 1.085, H49 1.089
11 C -1.6975 0.4861 1.5393  C10 1.531, C12 1.546, H50 1.082, H51 1.091
12 C -2.8421 0.3995 2.5752  C11 1.546, C13 1.530, H52 1.085, H53 1.088
13 C -3.8624 1.5118 2.3237  C12 1.530, C14 1.529, H54 1.086, H55 1.092
14 C -4.7760 1.2390 1.1289  C13 1.529, N15 1.483, H56 1.094, H57 1.084
15 N -5.1283 -0.1932 0.9748  C14 1.483, H58 1.014, H59 1.013
16 O -1.0346 -0.3495 -0.9584  C9 1.406, C17 1.406
17 C -0.4182 -0.4494 -2.2185  O16 1.406, C18 1.537, C25 1.537, H60 1.096
18 C -1.4039 -0.1412 -3.3566  C17 1.537, O19 1.400, H61 1.085, H62 1.091
19 O -2.7026 -0.4074 -2.9063  C18 1.400, C20 1.404
20 C -3.4338 -1.3156 -3.6888  O19 1.404, O21 1.393, H63 1.089, H64 1.086
21 O -3.9258 -0.6999 -4.8376  C20 1.393, C22 1.404
22 C -5.2160 -0.1671 -4.6858  O21 1.404, C23 1.517, H65 1.087, H66 1.093
23 C -5.2547 1.0486 -3.7787  C22 1.517, O24 1.419, H67 1.093, H68 1.089
24 O -4.2231 1.9422 -4.1659  C23 1.419, H69 0.955
25 C 0.8347 0.4374 -2.1337  C17 1.537, C26 1.524, C30 1.538, N36 1.528
26 C 0.4962 1.7684 -1.4729  C25 1.524, C27 1.524, H70 1.082, H71 1.084
27 C -0.5403 2.6099 -2.2076  C26 1.524, O28 1.208, O29 1.375
28 O -1.7203 2.5396 -1.9580  C27 1.208
29 O -0.0627 3.4577 -3.1786  C27 1.375, H72 0.962
30 C 1.4035 0.6429 -3.5476  C25 1.538, C31 1.526, H73 1.086, H74 1.083
31 C 2.8297 1.1767 -3.6476  C30 1.526, O32 1.227, N33 1.440
32 O 3.3898 1.1481 -4.7394  C31 1.227
33 N 3.4871 1.6734 -2.4660  C31 1.440, C34 1.478, C35 1.461
34 C 4.7919 1.0233 -2.2253  N33 1.478, H75 1.089, H76 1.087, H77 1.082
35 C 3.5801 3.1312 -2.4781  N33 1.461, H78 1.083, H79 1.090, H80 1.086
36 N 1.8278 -0.3225 -1.2563  C5 1.536, C25 1.528, S37 1.791, H81 1.035
37 S 2.7415 -1.6018 -2.1133  N36 1.791, H82 1.341
38 H 2.4684 3.4154 1.6550  C1 1.085
39 H 1.0797 2.5980 2.3420  C1 1.086
40 H 0.9991 3.2786 0.7197  C1 1.087
41 H 0.7553 0.3117 2.9770  O4 0.959
42 H 1.2869 -2.2414 1.5473  C6 1.087
43 H 1.5538 -2.8908 -0.0134  C6 1.085
44 H 3.9168 -1.2720 0.6042  C7 1.091
45 H 3.7401 -2.9833 0.5490  C7 1.092
46 H 3.6080 -3.1219 2.6285  O8 0.955
47 H -0.3675 -2.1154 -0.2570  C9 1.097
48 H -0.5867 -1.2825 2.1861  C10 1.085
49 H -1.9529 -1.5767 1.1956  C10 1.089
50 H -2.1328 0.8770 0.6292  C11 1.082
51 H -0.9608 1.1636 1.9738  C11 1.091
52 H -3.3315 -0.5675 2.5258  C12 1.085
53 H -2.4557 0.5224 3.5849  C12 1.088
54 H -4.4064 1.7464 3.2344  C13 1.086
55 H -3.2924 2.4116 2.0842  C13 1.092
56 H -4.2399 1.5608 0.2307  C14 1.094
57 H -5.6644 1.8593 1.1574  C14 1.084
58 H -4.4340 -0.5958 0.3549  N15 1.014
59 H -5.9744 -0.2284 0.4187  N15 1.013
60 H -0.1386 -1.5040 -2.3238  C17 1.096
61 H -1.3469 0.8649 -3.7575  C18 1.085
62 H -1.1741 -0.8186 -4.1803  C18 1.091
63 H -2.8688 -2.2065 -3.9582  C20 1.089
64 H -4.2714 -1.6370 -3.0765  C20 1.086
65 H -5.5551 0.1249 -5.6762  C22 1.087
66 H -5.9326 -0.9081 -4.3222  C22 1.093
67 H -5.0783 0.7281 -2.7492  C23 1.093
68 H -6.2255 1.5397 -3.8348  C23 1.089
69 H -3.9142 2.4184 -3.3978  O24 0.955
70 H 0.0701 1.6318 -0.4880  C26 1.082
71 H 1.3912 2.3608 -1.3248  C26 1.084
72 H 0.2162 4.2992 -2.8054  O29 0.962
73 H 0.7727 1.3526 -4.0756  C30 1.086
74 H 1.3454 -0.2475 -4.1617  C30 1.083
75 H 4.6876 0.2400 -1.4763  C34 1.089
76 H 5.2074 0.5789 -3.1262  C34 1.087
77 H 5.4942 1.7718 -1.8822  C34 1.082
78 H 2.6020 3.5944 -2.5077  C35 1.083
79 H 4.1898 3.4987 -3.3034  C35 1.090
80 H 4.0567 3.4478 -1.5547  C35 1.086
81 H 2.5724 0.3763 -1.0893  N36 1.035
82 H 1.7988 -2.0575 -2.9511  S37 1.341
83 C 6.0858 -0.3499 4.4598  C84 1.514, H86 1.091, H87 1.090, H88 1.092
84 C 5.9358 1.1136 4.1034  C83 1.514, O85 1.431, H89 1.089, H90 1.096
85 O 5.0555 1.2708 2.9866  C84 1.431, H91 0.963
86 H 6.4701 -0.9058 3.6038  C83 1.091
87 H 6.7634 -0.4878 5.3027  C83 1.090
88 H 5.1189 -0.7846 4.7206  C83 1.092
89 H 6.8942 1.5444 3.8190  C84 1.089
90 H 5.5454 1.6838 4.9535  C84 1.096
91 H 4.2037 0.9059 3.2469  O85 0.963
92 C 4.0291 0.6318 8.2395  C93 1.518, H95 1.091, H96 1.091, H97 1.092
93 C 3.7524 -0.7210 7.6080  C92 1.518, O94 1.426, H98 1.090, H99 1.095
94 O 4.9278 -1.5280 7.5924  C93 1.426, H100 0.961
95 H 4.8184 1.1496 7.6934  C92 1.091
96 H 3.1351 1.2576 8.2421  C92 1.091
97 H 4.3688 0.5135 9.2704  C92 1.092
98 H 3.4323 -0.6003 6.5732  C93 1.090
99 H 2.9622 -1.2467 8.1543  C93 1.095
100 H 5.2074 -1.6417 8.5046  O94 0.961
101 C -7.3129 -4.1578 -2.7882  C102 1.517, H104 1.091, H105 1.090, H106 1.092
102 C -6.3020 -4.3484 -3.9028  C101 1.517, O103 1.431, H107 1.089, H108 1.094
103 O -4.9918 -3.9326 -3.5043  C102 1.431, H109 0.961
104 H -7.3472 -3.1119 -2.4792  C101 1.091
105 H -8.3101 -4.4602 -3.1080  C101 1.090
106 H -7.0388 -4.7493 -1.9115  C101 1.092
107 H -6.5661 -3.7442 -4.7689  C102 1.089
108 H -6.2687 -5.3958 -4.2156  C102 1.094
109 H -4.7349 -4.4683 -2.7488  O103 0.961

Energy = -2669.80539 Ha
Total charge = +1
Frontier orbital gap = 8.45 eV

Atom charges from the Löwdin analysis, given in e for atoms 1 to 2: C -0.027; O 0.029